[1]
36
Properties=species:S:1:pos:R:3 method="wB97M-V/def2-TZVPD" charge=-1 total_energy_ha=-682.1770 relative_energy_kcal_mol=0.0 gap_ev=7.8587 lumo_ev=2.48
Sn 0.96 -0.93 -0.71
B -1.14 -1.97 -2.62
H -0.68 -0.95 -3.05
H -1.94 -1.74 -1.78
H -1.60 -2.58 -3.53
H -0.22 -2.60 -2.11
B 0.87 1.41 -2.82
H 1.92 0.82 -2.63
H 0.19 1.26 -1.84
H 1.10 2.57 -2.97
H 0.35 1.05 -3.82
B -1.22 0.98 0.24
H -0.11 0.92 0.72
H -2.07 0.91 1.08
H -1.34 2.00 -0.34
H -1.43 0.05 -0.49
C 2.28 2.90 0.05
C 3.08 1.89 0.83
O 2.83 0.71 0.76
C 4.14 2.43 1.74
H 1.79 3.57 0.76
H 1.48 2.40 -0.49
H 2.86 3.49 -0.66
H 3.93 3.44 2.11
H 5.09 2.52 1.21
H 4.25 1.85 2.66
C -2.14 -3.11 2.89
C -1.94 -2.58 1.49
O -0.85 -2.42 0.99
C -3.23 -2.20 0.80
H -1.18 -3.37 3.33
H -2.72 -4.04 2.86
H -2.68 -2.39 3.50
H -3.20 -2.47 -0.26
H -3.39 -1.12 0.82
H -4.05 -2.72 1.30

[2]
53
Properties=species:S:1:pos:R:3 method="wB97M-V/def2-TZVPD" total_energy_ha=-2112.3960 gap_ev="8.6193 / 2.5931" lumo_ev="-0.53 / -6.56" spin_multiplicity=2
Cl -0.95 0.23 -0.05
O -1.74 1.16 0.71
O -0.08 -0.32 0.92
O -1.72 -0.82 -0.63
O -0.27 0.86 -1.11
C 2.64 3.12 -2.58
O 2.06 4.04 -2.12
N 2.44 1.86 -2.34
N 3.53 3.28 -3.51
H 2.84 1.11 -2.88
H 1.52 1.50 -2.11
H 3.75 4.19 -3.89
H 4.04 2.47 -3.82
C -3.40 0.42 3.77
O -4.09 0.34 4.80
N -2.16 0.72 3.71
N -3.90 0.53 2.57
H -1.78 0.97 2.81
H -1.63 0.62 4.57
H -3.24 0.60 1.81
H -4.82 0.96 2.58
C -4.05 2.72 -2.19
O -3.25 3.60 -2.08
N -4.69 2.62 -3.29
N -4.20 1.68 -1.48
H -5.27 1.84 -3.57
H -4.50 3.39 -3.91
H -4.86 0.94 -1.68
H -3.39 1.39 -0.96
C 3.44 -1.05 3.82
O 3.18 -1.97 4.55
N 4.51 -0.38 3.81
N 2.61 -0.55 2.91
H 5.25 -0.60 4.46
H 4.49 0.54 3.39
H 2.87 0.38 2.64
H 1.65 -0.86 2.96
C -0.80 -3.92 2.12
O -1.11 -4.89 2.87
N 0.30 -3.23 2.07
N -1.69 -3.44 1.30
H 0.30 -2.37 1.53
H 1.08 -3.50 2.66
H -2.58 -3.90 1.20
H -1.45 -2.64 0.74
C 2.11 -1.90 -3.79
O 1.50 -2.31 -4.77
N 3.28 -2.29 -3.51
N 1.64 -1.09 -2.82
H 3.85 -1.60 -3.04
H 3.71 -2.78 -4.29
H 2.37 -0.78 -2.21
H 0.65 -0.89 -2.69

[3]
51
Properties=species:S:1:pos:R:3 method="wB97M-V/def2-TZVPD" charge=+1 total_energy_ha=-1589.9109 relative_energy_kcal_mol=9.7 gap_ev=9.3437 lumo_ev=-1.92
Y 4.07 -2.16 -11.84
F 3.33 -0.77 -13.52
F 4.22 -4.38 -11.12
C 3.54 1.17 -10.84
O 3.93 0.00 -10.85
N 2.65 1.55 -11.79
N 3.74 2.04 -9.82
H 2.49 0.91 -12.57
H 2.20 2.44 -11.76
H 3.37 2.97 -9.91
H 4.06 1.66 -8.94
C 5.52 -3.62 -14.78
O 4.90 -3.20 -13.79
N 4.94 -4.01 -15.97
N 6.74 -4.19 -14.59
H 4.06 -3.61 -16.24
H 5.55 -4.33 -16.69
H 7.13 -4.58 -15.43
H 7.29 -3.87 -13.81
C 6.10 -2.08 -9.06
O 5.13 -2.11 -9.82
N 5.98 -2.18 -7.70
N 7.35 -1.86 -9.51
H 5.28 -2.82 -7.37
H 6.87 -2.31 -7.26
H 8.16 -2.05 -8.95
H 7.41 -1.89 -10.51
C 7.06 -0.53 -12.99
O 6.18 -1.09 -12.35
N 6.99 0.73 -13.47
N 8.31 -1.10 -13.12
H 7.82 1.07 -13.92
H 6.12 1.23 -13.53
H 8.96 -0.85 -13.84
H 8.34 -2.00 -12.67
C 1.00 -2.18 -10.28
O 2.20 -2.08 -10.52
N 0.52 -2.46 -9.04
N 0.01 -1.82 -11.16
H 1.18 -2.55 -8.29
H -0.47 -2.38 -8.90
H 0.39 -1.79 -12.10
H -0.91 -2.23 -11.09
C 1.72 -4.11 -13.89
O 2.21 -3.32 -13.09
N 0.38 -4.22 -14.12
N 2.41 -5.24 -14.25
H 0.00 -4.95 -14.70
H -0.16 -3.38 -14.01
H 2.01 -6.04 -14.70
H 3.41 -5.19 -14.17

[4]
50
Properties=species:S:1:pos:R:3 method="wB97M-V/def2-TZVPD" charge=+2 total_energy_ha=-1498.9625 gap_ev="4.8987 / 4.3561" lumo_ev="-9.05 / -9.59" spin_multiplicity=2
Hf -1.06 0.69 -2.05
F -0.11 -0.12 -0.04
C 0.24 -2.58 -3.17
O 0.00 -1.52 -2.68
N 0.28 -3.64 -2.50
N 0.51 -2.84 -4.40
H 0.05 -4.49 -3.01
H 0.09 -3.49 -1.52
H 0.55 -1.98 -4.92
H 0.70 -3.76 -4.76
C -3.35 1.87 0.23
O -2.41 1.37 -0.28
N -3.39 2.86 1.14
N -4.57 1.43 -0.06
H -4.29 3.23 1.42
H -2.62 3.13 1.73
H -4.75 0.61 -0.63
H -5.38 1.88 0.33
C -2.14 -1.14 2.68
O -2.63 -0.10 2.37
N -2.61 -1.89 3.63
N -1.21 -1.73 2.00
H -2.18 -2.79 3.74
H -2.91 -1.32 4.41
H -0.74 -2.54 2.37
H -0.84 -1.25 1.19
C 3.00 -1.60 1.14
O 4.08 -1.95 1.44
N 2.68 -0.31 0.96
N 1.97 -2.32 0.79
H 1.77 -0.09 0.56
H 3.44 0.35 0.95
H 2.09 -3.31 0.69
H 1.22 -1.87 0.29
C 0.36 3.59 2.50
O 0.51 4.78 2.36
N 0.05 2.78 1.56
N 0.20 2.99 3.67
H -0.12 1.79 1.62
H 0.05 3.12 0.61
H -0.06 2.01 3.74
H 0.27 3.58 4.49
C 2.42 0.81 -2.97
O 1.30 0.77 -2.51
N 3.06 -0.16 -3.54
N 3.16 1.79 -2.74
H 3.89 0.05 -4.07
H 2.53 -0.98 -3.79
H 4.16 1.86 -2.88
H 2.73 2.42 -2.08

[5]
49
Properties=species:S:1:pos:R:3 method="wB97M-V/def2-TZVPD" charge=-1 total_energy_ha=-1649.5049 relative_energy_kcal_mol=62.7 gap_ev=7.9695 lumo_ev=2.28
I -1.18 12.15 13.43
C 0.08 13.33 17.71
O 0.96 13.87 18.37
N 0.35 12.74 16.59
N -1.18 13.32 18.05
H 1.32 12.60 16.35
H -0.41 12.26 16.12
H -1.59 13.99 18.69
H -1.88 12.67 17.72
C 2.16 14.18 10.47
O 1.75 15.30 10.71
N 2.82 13.83 9.42
N 1.86 13.13 11.14
H 3.01 14.55 8.74
H 3.31 12.95 9.46
H 1.06 13.12 11.76
H 2.20 12.24 10.79
C 0.02 16.08 14.17
O 0.54 17.14 14.26
N -0.89 15.57 14.90
N 0.38 15.29 13.16
H -1.00 15.98 15.81
H -1.34 14.71 14.62
H 0.96 15.66 12.42
H 0.01 14.35 13.13
C -2.20 9.90 17.19
O -1.11 10.33 17.53
N -3.05 9.48 18.05
N -2.55 9.58 15.99
H -2.69 9.31 18.98
H -4.04 9.40 17.85
H -3.45 9.25 15.68
H -1.99 10.11 15.34
C 2.33 9.65 14.62
O 2.95 10.65 14.61
N 1.23 9.45 13.83
N 2.64 8.57 15.20
H 0.90 10.23 13.28
H 1.12 8.49 13.54
H 1.98 7.80 15.23
H 3.61 8.48 15.48
C -5.77 11.90 13.51
O -6.95 11.65 13.74
N -4.74 11.21 14.09
N -5.39 12.87 12.73
H -3.79 11.40 13.80
H -4.95 10.50 14.78
H -4.46 12.92 12.34
H -6.19 13.36 12.35

[6]
40
Properties=species:S:1:pos:R:3 method="wB97M-V/def2-TZVPD" charge=-1 total_energy_ha=-1217.8270 relative_energy_kcal_mol=75.0 gap_ev=6.0423 lumo_ev=2.26
I 2.55 1.54 2.53
O 1.95 7.20 0.38
H 2.15 6.27 0.47
H 2.80 7.63 0.43
O 7.16 0.06 5.46
H 7.12 0.18 6.41
H 6.28 0.27 5.15
O 4.97 -3.77 -0.02
H 4.80 -2.83 0.07
H 4.78 -3.96 -0.94
C 1.29 -5.70 -2.70
C 0.38 -4.39 -3.00
O 0.98 -3.17 -2.51
O 2.57 -5.61 -3.43
H 0.80 -6.57 -3.12
H 1.33 -5.83 -1.62
H -0.60 -4.69 -2.64
H 0.05 -4.33 -4.04
H 1.34 -3.22 -1.62
H 2.53 -5.26 -4.32
C -1.69 5.27 -3.74
C -1.03 3.89 -3.69
O 0.38 4.06 -3.46
O -1.98 5.67 -2.43
H -2.64 5.18 -4.27
H -0.99 5.95 -4.22
H -1.39 3.37 -4.58
H -1.44 3.40 -2.81
H 0.69 3.50 -2.74
H -1.11 5.86 -2.08
C -4.49 -0.35 3.94
C -5.07 -1.70 4.30
O -4.14 -2.52 4.93
O -3.62 0.32 4.96
H -5.32 0.23 3.52
H -3.80 -0.61 3.14
H -5.62 -2.11 3.46
H -5.87 -1.50 5.02
H -3.35 -2.07 5.23
H -2.73 0.34 4.60

[7]
39
Properties=species:S:1:pos:R:3 method="wB97M-V/def2-TZVPD" charge=+1 total_energy_ha=-878.8290 relative_energy_kcal_mol=0.0 gap_ev="9.9925 / 5.7794" lumo_ev="-3.63 / -7.83" spin_multiplicity=2
C -1.60 -0.87 -1.51
C -2.70 -0.59 -0.43
C -2.27 -0.05 0.84
C -1.02 0.55 1.11
N -0.90 0.82 2.44
C -1.99 0.41 3.04
C -2.95 -0.02 2.07
N -0.61 -1.81 -1.11
H -1.99 -1.03 -2.52
H -1.05 0.02 -1.74
H -3.22 -1.51 -0.15
H -3.60 -0.12 -1.05
H -0.24 0.73 0.48
H -0.04 1.39 2.90
H -2.20 0.58 4.13
H -3.85 -0.37 2.28
H -0.93 -2.72 -0.94
H -0.10 -1.45 -0.32
H 1.01 -0.92 2.11
H 2.29 -0.78 1.87
O 1.77 -1.36 2.39
H -1.71 3.01 0.07
H -3.04 3.15 -0.39
O -2.41 3.72 0.18
H 3.79 -0.51 -0.61
H 4.25 -0.89 0.82
O 3.48 -0.59 0.36
H 1.42 -0.16 -4.39
H 0.42 0.75 -3.55
O 1.05 0.75 -4.31
H 3.33 2.28 -1.23
H 2.84 1.16 -2.30
O 3.55 1.46 -1.69
H 2.75 0.99 3.38
H 1.82 -0.10 3.79
O 1.97 0.90 3.93
H 1.59 -2.74 -3.37
H 0.26 -1.92 -2.91
O 0.84 -2.14 -3.68

[8]
38
Properties=species:S:1:pos:R:3 method="wB97M-V/def2-TZVPD" charge=+1 total_energy_ha=-824.1064 relative_energy_kcal_mol=81.9 gap_ev=9.8406 lumo_ev=-2.54
O 2.66 -1.46 -1.01
C 2.33 -0.32 -0.89
C 0.84 -0.02 -0.25
C 0.33 1.31 -0.78
C -1.07 1.65 -0.41
C -1.55 1.29 0.77
C -1.90 2.19 -1.47
N -0.03 -1.24 -0.52
H 2.76 0.64 -1.02
H 1.02 0.03 0.87
H 0.48 1.51 -1.84
H 0.94 2.05 -0.29
H -2.66 1.40 1.04
H -1.06 0.64 1.47
H -2.06 1.37 -2.20
H -1.74 3.19 -1.88
H -3.14 2.19 -1.32
H -0.92 -1.12 -1.07
H -0.54 -1.53 0.38
H 0.61 -1.91 -0.91
H -1.68 -1.93 2.24
H -1.45 -3.32 1.54
O -1.05 -2.40 1.54
H 3.59 0.00 2.05
H 4.58 -0.53 0.99
O 3.70 -0.31 1.15
H -1.96 -0.72 3.99
H -1.67 -2.15 4.17
O -2.11 -1.59 3.63
H -1.91 -0.25 -3.09
H -2.79 -1.62 -3.07
O -2.03 -1.09 -2.56
H 2.89 -1.40 3.73
H 1.83 -1.69 2.64
O 2.27 -0.94 3.19
H 1.19 2.06 -3.71
H 0.82 3.45 -3.57
O 0.50 2.55 -3.52

[9]
38
Properties=species:S:1:pos:R:3 method="wB97M-V/def2-TZVPD" smiles="C=C/C=C/C=C.O.O.O.O.O.O.O.O" total_energy_ha=-844.8221 relative_energy_kcal_mol=84.3 gap_ev=8.9760 lumo_ev=0.24
C 3.08 0.28 1.25
C 2.83 1.02 0.16
C 2.28 0.48 -1.08
C 1.23 -0.38 -1.19
C 1.01 -1.11 -2.45
C 0.69 -2.40 -2.58
H 3.75 0.50 2.06
H 2.83 -0.79 1.25
H 2.82 2.11 0.24
H 2.51 0.89 -2.05
H 0.72 -0.78 -0.29
H 1.11 -0.51 -3.36
H 0.87 -3.00 -1.69
H 0.48 -2.88 -3.53
O -0.26 1.50 -2.24
H 0.02 1.31 -3.14
H -1.09 1.08 -2.01
O -1.49 -0.76 3.03
H -2.29 -1.05 2.58
H -0.81 -1.34 2.65
O -0.30 2.78 0.20
H 0.60 2.82 0.57
H -0.27 2.15 -0.54
O -3.72 1.75 0.94
H -3.45 2.61 0.62
H -3.52 1.93 1.91
O -2.04 0.27 -0.32
H -1.60 1.05 0.05
H -2.95 0.42 0.06
O -1.74 1.79 2.48
H -1.17 2.25 1.86
H -1.50 0.83 2.56
O 1.30 -2.86 0.51
H 1.71 -1.99 0.56
H 1.88 -3.55 0.82
O -1.32 -2.29 0.29
H -1.64 -1.41 0.00
H -0.59 -2.72 -0.18

[10]
39
Properties=species:S:1:pos:R:3 method="wB97M-V/def2-TZVPD" charge=+2 total_energy_ha=-795.1495 relative_energy_kcal_mol=14.4 gap_ev="10.5197 / 6.5797" lumo_ev="-6.23 / -10.17" spin_multiplicity=2
Ba 0.54 0.26 -0.50
O 3.19 0.37 -0.48
H 3.46 0.67 -1.37
C 2.18 -2.65 -2.44
O 1.11 -1.77 -2.38
H 2.25 -3.17 -3.40
H 3.17 -2.21 -2.29
H 1.98 -3.48 -1.75
H 0.92 -1.39 -3.24
C -2.78 1.12 0.67
O -1.57 0.82 1.32
H -3.15 0.32 0.02
H -3.43 1.35 1.52
H -2.63 1.98 0.02
H -1.83 0.53 2.20
C 0.42 -2.18 2.42
O 0.12 -1.97 1.02
H 0.73 -1.23 2.86
H -0.48 -2.53 2.92
H 1.19 -2.90 2.69
H 0.01 -2.84 0.64
C -2.10 -1.94 -1.94
O -1.93 -0.54 -1.75
H -3.14 -2.14 -1.67
H -1.97 -1.92 -3.02
H -1.32 -2.50 -1.43
H -2.31 -0.16 -2.55
C -0.50 3.79 -1.34
O 0.05 3.01 -0.23
H 0.29 4.33 -1.87
H -1.02 3.18 -2.08
H -1.24 4.55 -1.10
H 0.61 3.61 0.26
C 1.26 1.34 3.28
O 1.81 0.87 2.09
H 0.19 1.18 3.39
H 1.80 0.78 4.05
H 1.38 2.42 3.37
H 2.75 1.03 2.10

[11]
38
Properties=species:S:1:pos:R:3 method="wB97M-V/def2-TZVPD" smiles=CCNCC[C@H](C)O.O.O.O.O.O total_energy_ha=-749.6265 relative_energy_kcal_mol=124.1 gap_ev=8.8999 lumo_ev=0.39
C -2.63 0.09 1.65
C -1.33 0.37 0.75
N -0.75 -1.06 0.68
C 0.39 -1.48 1.51
C 1.91 -0.85 1.25
C 2.07 -0.65 -0.34
C 1.68 -1.74 -1.29
O 3.38 -0.29 -0.62
H -3.28 -0.77 1.53
H -2.24 -0.35 2.64
H -3.21 0.95 1.79
H -0.63 1.13 1.28
H -1.25 0.85 -0.21
H -0.72 -1.52 -0.22
H 0.27 -1.22 2.63
H 0.49 -2.63 1.45
H 2.61 -1.50 1.70
H 1.97 0.16 1.65
H 1.61 0.38 -0.57
H 2.73 -1.99 -1.78
H 1.14 -1.37 -2.28
H 1.22 -2.74 -0.99
H 4.10 -0.92 -0.49
O -0.59 0.35 -3.17
H -0.67 0.17 -4.13
H -0.44 -0.26 -2.42
O -2.92 2.13 -1.16
H -2.86 2.47 -2.09
H -3.68 1.65 -0.97
O -4.08 -2.15 -0.66
H -3.89 -1.30 -1.27
H -3.45 -2.10 0.03
O 1.13 2.20 2.93
H 1.57 1.63 3.55
H 0.74 1.77 2.20
O 2.39 2.26 -0.80
H 3.23 2.16 -1.32
H 2.88 2.33 0.08